No. 1
The following is a DFT calculation (ωB97M-V/def2-TZVPD) of an isolated molecule of C23H26N4O4S.

The HOMO energy is -7.8 eV. For the energy above the lowest of the compared OMol25 structures with the same formula, charge and spin, the calculation gives 0.513 eV. The value obtained for the orbital gap is 7.912 eV. Its SMILES is CCn1c(SCC(=O)Nc2ccc(OC)cc2)nc2nc3c(cc2c1=O)COC(C)(C)C3. For the lowest unoccupied orbital energy, the calculation gives 0.06 eV.

```
! RIJCOSX wB97M-V def2-TZVPD def2/J DEFGRID3
* xyz 0 1
C 1.70 4.98 2.36
H 1.58 5.76 3.11
C 0.83 3.79 2.74
N 0.94 2.73 1.75
C 2.03 1.91 1.71
N 2.24 0.99 0.84
C 1.27 0.71 -0.07
N 1.51 -0.27 -0.93
C 0.56 -0.63 -1.76
C -0.72 -0.05 -1.78
C -0.96 1.00 -0.92
C 0.04 1.41 -0.05
C -0.14 2.51 0.89
O -1.13 3.21 0.95
H -1.91 1.52 -0.90
C -1.78 -0.55 -2.71
O -1.42 -1.69 -3.46
C -0.07 -1.71 -3.93
C 0.25 -0.50 -4.82
H 0.30 0.42 -4.24
H 1.20 -0.65 -5.31
H -0.52 -0.39 -5.58
C 0.05 -3.00 -4.74
H -0.58 -2.94 -5.62
H -0.28 -3.84 -4.14
H 1.08 -3.16 -5.05
C 0.87 -1.74 -2.72
H 0.73 -2.69 -2.20
H 1.91 -1.68 -3.02
H -2.08 0.27 -3.38
H -2.66 -0.86 -2.14
S 3.25 2.05 2.98
C 3.46 0.27 3.31
H 4.01 -0.18 2.48
H 4.03 0.22 4.23
C 2.05 -0.28 3.49
O 1.35 0.08 4.42
N 1.65 -1.11 2.50
C 0.33 -1.37 2.09
C -0.77 -0.73 2.65
C -2.03 -0.90 2.11
C -2.22 -1.73 1.01
C -1.12 -2.41 0.48
C 0.13 -2.23 1.02
H 0.98 -2.74 0.58
H -1.28 -3.07 -0.36
O -3.41 -1.93 0.37
C -4.54 -1.25 0.85
H -5.36 -1.54 0.18
H -4.79 -1.55 1.87
H -4.41 -0.16 0.80
H -2.86 -0.37 2.56
H -0.64 -0.08 3.50
H 2.34 -1.37 1.80
H -0.22 4.08 2.76
H 1.13 3.39 3.71
H 1.40 5.38 1.39
H 2.75 4.70 2.33
*
```



No. 2
The following is a DFT calculation (ωB97M-V/def2-TZVPD) of a structure of composition C3H4BiLiO4 at a distorted geometry.

The HOMO energy (spin up / spin down) is -14.5 / -14.5 eV. The value obtained for the orbital gap (spin up / spin down) is 1.605 / 1.606 eV. For the lowest unoccupied orbital energy (spin up / spin down), the calculation gives -12.92 / -12.92 eV.

```
! RIJCOSX wB97M-V def2-TZVPD def2/J DEFGRID3
* xyz 2 1
H 0.74 -1.47 1.09
C 0.73 -0.45 1.49
C 1.51 -0.08 2.66
O 1.94 0.26 1.33
H 1.18 0.76 3.27
H 2.12 -0.84 3.17
O -0.43 0.23 1.20
H -1.31 -0.38 0.93
O -2.24 -0.23 -0.59
C -1.43 0.42 -1.17
Bi -1.06 0.74 -7.10
Li -0.93 0.43 -4.11
O -0.84 0.61 -2.17
*
```



No. 3
The following is a DFT calculation (ωB97M-V/def2-TZVPD) of a cluster of 8 separate species, C16H48O16 in total at a distorted geometry.

The HOMO energy is -9.5 eV. For the energy above the lowest of the compared OMol25 structures with the same formula, charge and spin, the calculation gives 0.997 eV. The value obtained for the orbital gap is 9.599 eV. Its SMILES is OCCO.OCCO.OCCO.OCCO.OCCO.OCCO.OCCO.OCCO. For the lowest unoccupied orbital energy, the calculation gives 0.06 eV.

```
! RIJCOSX wB97M-V def2-TZVPD def2/J DEFGRID3
* xyz 0 1
C -1.16 -3.72 -1.05
C -2.05 -3.24 -2.19
O -1.63 -3.65 -3.49
O -0.93 -5.13 -1.17
H -1.69 -3.64 -0.10
H -0.22 -3.18 -0.99
H -2.05 -2.15 -2.23
H -3.08 -3.55 -2.02
H -1.92 -4.56 -3.58
H -0.61 -5.30 -2.07
C 0.79 3.75 3.45
C -0.03 2.87 2.51
O -0.52 1.71 3.19
O 0.08 4.16 4.60
H 1.04 4.65 2.88
H 1.73 3.26 3.71
H 0.66 2.53 1.74
H -0.90 3.38 2.09
H -1.18 1.93 3.85
H 0.16 3.47 5.27
C -2.17 0.73 -3.38
C -3.47 1.44 -3.69
O -3.46 2.83 -3.48
O -1.24 0.91 -4.44
H -2.42 -0.34 -3.28
H -1.78 1.04 -2.41
H -4.25 1.02 -3.06
H -3.70 1.21 -4.74
H -2.75 3.26 -3.96
H -0.43 0.46 -4.15
C -2.34 -1.21 4.49
C -2.11 -2.49 3.69
O -1.27 -3.39 4.42
O -2.89 -1.47 5.77
H -2.93 -0.55 3.85
H -1.35 -0.77 4.63
H -1.65 -2.23 2.73
H -3.02 -3.06 3.50
H -0.43 -2.95 4.62
H -2.15 -1.81 6.28
C 0.12 -2.07 -6.17
C 1.04 -1.07 -5.47
O 0.84 -0.98 -4.05
O 0.57 -2.10 -7.53
H -0.88 -1.63 -6.18
H 0.15 -3.05 -5.68
H 0.87 -0.06 -5.83
H 2.07 -1.34 -5.73
H 1.20 -1.80 -3.69
H -0.03 -2.68 -8.00
C 0.33 -0.28 -0.64
C 1.18 -0.61 0.59
O 0.40 -0.72 1.76
O -0.14 1.04 -0.63
H -0.49 -0.99 -0.58
H 0.89 -0.56 -1.55
H 1.98 0.12 0.73
H 1.70 -1.56 0.43
H 0.02 0.15 1.97
H 0.61 1.61 -0.40
C 1.77 4.30 -0.44
C 2.28 5.08 -1.67
O 3.61 4.80 -2.04
O 1.99 2.91 -0.56
H 0.70 4.53 -0.39
H 2.22 4.72 0.46
H 2.23 6.14 -1.40
H 1.60 4.91 -2.51
H 3.63 4.01 -2.58
H 2.92 2.74 -0.41
C 2.05 -1.89 4.34
C 2.71 -0.55 4.16
O 3.81 -0.33 5.04
O 1.07 -1.89 5.41
H 2.76 -2.71 4.49
H 1.44 -2.12 3.46
H 1.95 0.24 4.14
H 3.15 -0.50 3.15
H 3.50 -0.40 5.95
H 1.51 -1.67 6.24
*
```



No. 4
The following is a DFT calculation (ωB97M-V/def2-TZVPD) of a cluster of 10 separate species, C4H30N2O9 in total at a distorted geometry.

The HOMO energy (spin up / spin down) is -5.7 / -10.3 eV. For the energy above the lowest of the compared OMol25 structures with the same formula, charge and spin, the calculation gives 0.000 eV. The value obtained for the orbital gap (spin up / spin down) is 3.165 / 7.667 eV. For the lowest unoccupied orbital energy (spin up / spin down), the calculation gives -2.58 / -2.65 eV.

```
! RIJCOSX wB97M-V def2-TZVPD def2/J DEFGRID3
* xyz 1 2
C -1.85 -0.52 -1.84
C -0.83 -1.48 -1.27
C 0.57 -1.01 -1.44
C 1.09 -0.69 -2.67
N 1.58 -1.05 -0.36
N -1.51 0.90 -1.45
H -1.96 -0.44 -2.93
H -2.87 -0.76 -1.53
H -1.07 -1.45 -0.18
H -1.05 -2.54 -1.50
H 2.09 -0.33 -2.88
H 0.48 -0.65 -3.57
H 2.12 -0.16 -0.37
H 2.21 -1.87 -0.35
H 1.20 -0.91 0.58
H -2.30 1.53 -1.34
H -1.24 0.88 -0.46
H -0.87 1.41 -2.16
H -1.84 4.61 -1.43
H -1.78 3.95 -0.03
O -1.46 3.90 -0.92
H -0.08 2.73 -3.81
H 0.26 3.17 -2.40
O -0.01 2.42 -2.92
H 2.88 2.52 2.58
H 1.59 1.79 1.80
O 2.54 1.98 1.86
H -1.54 -2.47 3.70
H -1.30 -3.19 2.35
O -0.97 -2.50 2.94
H 2.01 -4.80 0.26
H 1.03 -4.97 1.37
O 1.46 -4.25 0.86
H 4.07 1.43 -0.90
H 2.97 1.67 0.23
O 3.15 1.29 -0.66
H -0.70 1.68 3.55
H -0.77 0.45 2.68
O -0.89 1.40 2.64
H 2.12 -1.08 3.10
H 0.74 -1.73 2.81
O 1.35 -1.04 2.51
H -3.23 -0.56 1.51
H -4.02 0.65 1.27
O -3.36 0.10 0.82
*
```